Record 1
The following is a quantum chemistry calculation of a molecular structure, C19H24ClIN4O6W at a distorted geometry, from the Open Molecules 2025 dataset.

```
56
Properties=species:S:1:pos:R:3:forces:R:3:mulliken_spin:R:1
W 9.030782 9.369018 11.337224 0.638 -0.148 1.023 1.70
C 9.664608 6.468882 7.742187 0.956 0.473 -0.182 0.00
N 8.571738 6.133951 8.623949 -0.182 0.686 1.561 0.01
C 7.556763 5.210643 8.158880 0.053 -0.400 -0.363 0.00
C 8.420815 6.831177 9.724832 -0.440 0.804 0.144 0.01
O 9.246248 7.767857 10.030056 -0.856 -1.022 -0.165 0.06
C 7.177910 6.693070 10.666602 1.240 -0.239 -1.622 0.00
O 7.493687 7.484071 11.768047 1.210 -0.045 0.220 0.00
C 6.385819 7.963647 12.448996 -0.637 0.466 0.884 0.01
C 6.097110 9.373193 11.961771 0.077 0.378 -0.409 0.00
O 6.929549 9.895489 11.153001 0.794 -0.190 -0.056 0.02
N 5.027901 10.018361 12.338619 -0.316 -0.629 0.083 0.02
C 4.736203 11.353362 11.850645 0.270 0.727 1.087 0.00
C 4.052698 9.399476 13.250848 0.797 1.350 0.952 0.00
H 9.263564 6.944629 6.854881 -0.033 0.011 -0.274 0.00
H 10.205004 5.567535 7.470789 -0.008 -0.096 -0.077 0.00
H 10.351517 7.179421 8.235671 -0.429 -0.494 -0.309 0.00
H 6.873421 5.755486 7.498495 0.038 -0.336 -0.001 0.00
H 7.021214 4.775308 8.996320 -0.103 -0.002 -0.028 0.00
H 8.062472 4.396022 7.625137 -0.302 0.259 0.030 0.00
H 7.018452 5.648384 10.937360 -0.142 0.067 0.134 0.00
H 6.311105 7.115011 10.153236 -0.090 -0.237 -0.229 0.00
H 6.651115 7.995061 13.507946 -0.313 -0.050 -0.029 0.00
H 5.555614 7.297757 12.269652 -0.490 -0.093 0.245 0.00
H 5.552433 11.679083 11.239054 0.136 0.158 -0.554 0.00
H 4.687021 12.048110 12.713071 -0.120 -0.416 -0.368 0.00
H 3.789381 11.365241 11.340318 -0.293 -0.001 -0.330 0.00
H 3.358406 8.772618 12.755166 -0.666 -0.618 -0.643 0.00
H 3.508696 10.231003 13.743820 0.321 -0.662 -0.198 0.00
H 4.620394 8.846917 13.997804 -0.352 -0.037 0.171 0.00
Cl 12.664822 15.342181 11.152433 0.173 0.197 -0.158 0.00
C 12.011992 13.800591 10.805950 0.160 -0.515 -0.513 0.03
C 12.493944 13.026014 9.769100 1.008 1.263 -0.105 -0.02
C 12.036453 11.743424 9.517366 -0.583 -1.053 -0.263 0.04
I 12.831637 10.510814 8.025748 -0.069 0.346 0.211 0.00
C 10.997846 11.262033 10.269400 -0.796 -0.804 -0.082 0.02
O 10.378020 10.060456 10.101684 0.265 0.440 -0.027 0.06
C 10.454673 12.016020 11.310788 0.505 0.971 -0.012 -0.04
N 9.444709 11.410171 11.999818 -0.118 0.606 0.553 -0.03
C 8.905140 12.096223 13.015809 0.015 -0.318 -0.181 0.03
C 9.341812 13.386722 13.353650 0.013 0.061 -0.070 -0.02
C 10.380581 14.002341 12.691774 -0.121 -0.122 -0.057 0.04
C 10.968716 13.312082 11.612506 -0.526 -0.596 0.271 -0.01
H 13.277992 13.423578 9.118783 -0.202 -0.040 0.363 0.00
H 8.133080 11.579803 13.599787 0.363 0.326 -0.335 0.00
H 8.845557 13.910373 14.146620 -0.149 0.008 0.343 0.00
H 10.747955 14.997314 12.976846 -0.277 -0.529 -0.127 0.00
N 10.942003 8.480067 12.232277 -1.282 1.052 0.258 0.01
C 10.502922 7.818673 13.470673 0.644 -0.782 0.658 0.00
C 9.410598 8.607385 14.170661 -0.397 0.759 -0.882 0.01
O 9.219153 8.586810 15.339982 -0.115 -0.129 0.297 0.00
O 8.619243 9.330993 13.308989 0.681 -0.723 -0.048 0.01
H 11.497351 7.935344 11.600102 0.087 -0.681 -0.319 0.01
H 11.533535 9.262318 12.481497 0.198 0.276 0.047 0.00
H 11.335659 7.639138 14.172179 -0.375 0.180 -0.251 0.00
H 10.062395 6.834163 13.270677 0.143 0.146 -0.269 0.00
```
Positions in Å, forces in eV/Å.

## Properties
**Total energy**: -2233.45388 Eh
**2S+1**: 3
**HOMO (spin up / spin down)**: -13.0 / -13.4 eV
**Expectation value of S²**: 2.0171
**LUMO (spin up / spin down)**: -5.871 / -6.461 eV
**Energy relative to the best compared isomer or geometry (same formula, charge and spin)**: 0.00 kcal/mol
**Total charge**: +2

=====

Record 2
The following is a quantum chemistry calculation of a single C19H24ClN3O molecule, from the Open Molecules 2025 dataset.

```
48
Properties=species:S:1:pos:R:3:forces:R:3:lowdin_charge:R:1
C 1.113535 -2.161475 -3.205118 -0.088 0.042 -0.014 -0.04
C -0.282869 -1.706144 -2.986714 -0.322 -0.079 0.118 -0.36
N -0.636245 -0.433230 -3.019214 0.760 0.402 -0.221 0.12
N -1.951305 -0.384594 -2.800449 -0.176 -0.653 -0.190 -0.12
C -2.615779 0.886470 -2.669930 -0.024 0.319 0.179 -0.08
C -2.718089 1.274090 -1.213618 -0.156 0.017 -0.023 -0.20
C -3.935726 1.557848 -0.613546 0.149 0.021 -0.122 -0.04
C -3.986273 1.892401 0.730563 -0.010 0.011 0.090 -0.06
C -2.826950 1.924526 1.481423 0.088 -0.003 0.041 -0.01
C -1.601932 1.617126 0.895635 -0.281 0.124 -0.150 -0.12
C -0.375617 1.672697 1.751377 0.042 -0.153 -0.140 -0.44
O -0.286962 2.422210 2.705160 -0.095 0.178 0.225 0.07
N 0.605189 0.817292 1.388271 0.164 -0.176 -0.144 0.11
C 1.879772 0.734473 2.068802 0.117 -0.088 -0.090 -0.32
C 3.021139 1.099918 1.117198 0.005 0.240 0.345 -0.15
C 4.360552 1.025939 1.843936 0.033 -0.241 -0.258 -0.20
C 4.579816 -0.368913 2.421695 0.029 0.211 0.261 -0.21
C 3.440127 -0.738344 3.366194 0.031 -0.235 -0.263 -0.20
C 2.099275 -0.666786 2.641511 0.009 0.286 0.292 -0.15
C -1.554576 1.308077 -0.456758 -0.032 0.047 0.187 0.02
C -2.480045 -1.611968 -2.596182 0.179 -0.318 -0.034 -0.28
C -3.912162 -1.856347 -2.301105 0.034 0.063 -0.001 -0.01
C -1.420169 -2.492167 -2.721689 -0.282 0.356 0.059 -0.60
Cl -1.487278 -4.203272 -2.580748 0.009 -0.005 -0.006 0.68
H 1.761457 -1.299016 -3.329241 0.081 0.028 -0.009 0.08
H 1.453021 -2.756808 -2.358633 0.087 -0.040 0.009 0.08
H 1.170232 -2.783656 -4.097189 0.085 -0.050 -0.033 0.08
H -2.005100 1.614801 -3.210591 -0.134 -0.148 -0.039 0.14
H -3.605348 0.830746 -3.129462 0.097 0.027 0.002 0.13
H -4.844035 1.530346 -1.198674 -0.097 -0.020 -0.078 0.11
H -4.934900 2.125266 1.190523 -0.075 0.012 0.055 0.11
H -2.846238 2.186822 2.528070 0.005 0.038 0.088 0.12
H 0.459868 0.190202 0.613161 -0.125 0.049 0.039 0.14
H 1.830931 1.463743 2.884222 0.037 -0.103 -0.089 0.15
H 2.859712 2.105907 0.725316 -0.060 -0.021 -0.068 0.12
H 3.022269 0.403481 0.274073 -0.027 -0.033 -0.096 0.12
H 4.371509 1.759123 2.652983 0.047 0.081 0.033 0.12
H 5.168659 1.275777 1.153659 0.024 0.083 0.047 0.11
H 4.627025 -1.095987 1.607496 0.048 -0.063 -0.044 0.11
H 5.530891 -0.403993 2.956290 0.048 -0.066 -0.047 0.11
H 3.429847 -0.045570 4.210095 0.007 0.005 0.099 0.12
H 3.592796 -1.744981 3.760328 -0.006 0.029 0.092 0.11
H 2.084885 -1.394558 1.825341 -0.044 -0.068 -0.063 0.12
H 1.286278 -0.911632 3.327662 -0.062 -0.025 -0.064 0.12
H -0.616035 1.107093 -0.954172 0.109 -0.027 -0.016 0.11
H -4.208674 -1.341355 -1.387372 -0.079 -0.012 0.047 0.08
H -4.073579 -2.923239 -2.173994 -0.055 -0.030 0.011 0.07
H -4.542900 -1.502334 -3.116585 -0.093 -0.012 -0.019 0.09
```
Positions in Å, forces in eV/Å.

## Properties
**Total energy**: -1438.15545 Eh
**HOMO**: -8.9 eV
**LUMO**: 0.586 eV
**Energy relative to the best compared isomer or geometry (same formula, charge and spin)**: 0.00 kcal/mol

=====

Record 3
The following is a quantum chemistry calculation of a molecular structure, C19H24F3N2O3S2 at a distorted geometry, from the Open Molecules 2025 dataset.

```
53
Properties=species:S:1:pos:R:3:forces:R:3:lowdin_charge:R:1
O -0.397778 1.688858 0.014282 -0.841 0.770 -1.101 -0.25
S -0.144797 0.329303 -0.341182 7.524 1.225 6.487 0.74
O 1.358361 -0.002571 -0.372336 -3.004 0.923 1.155 -0.29
N -0.768297 -0.574003 0.878836 -1.887 -0.003 -0.740 -0.25
C 0.028709 -0.964388 1.876937 6.063 -7.783 3.837 -0.32
H 1.050455 -1.374730 1.515616 -1.730 0.473 -0.292 0.14
H -0.357422 -2.103936 2.489561 0.577 3.223 -2.179 0.22
C 0.473600 -0.171479 3.069969 -1.100 -2.921 1.884 -0.25
H -0.430507 -0.077708 3.678786 0.136 1.044 0.178 0.13
H 1.084341 -0.763183 3.776831 -0.085 -0.499 -0.728 0.14
C 1.083577 1.072074 2.803462 -4.628 8.464 1.379 -0.20
N 2.296242 1.324199 1.996603 -4.697 -2.709 0.741 -0.09
H 1.846902 0.878942 1.122373 2.047 -0.606 0.067 0.13
C 3.389226 0.629187 2.687472 -1.229 11.666 3.600 -0.12
H 3.188770 -0.223650 2.914570 -2.555 -10.111 2.318 0.05
H 3.539047 1.258902 3.750749 -0.380 -1.508 -2.613 0.24
C 4.380435 0.839221 1.830777 12.942 -3.104 -7.049 -0.31
O 4.725399 2.125748 1.466290 -2.164 1.236 -1.779 -0.10
C 3.657420 2.613831 0.552431 1.163 5.721 11.822 0.01
H 3.927215 3.598173 0.513690 0.835 2.407 -2.132 0.12
C 2.439861 2.737795 1.582133 11.544 -5.315 2.862 0.02
H 1.656789 2.907297 1.206067 -11.186 3.273 -5.294 0.01
H 2.658359 3.164718 2.494250 0.684 2.132 1.409 0.13
H 3.474176 1.971830 -0.075414 -1.668 -5.946 -7.509 0.04
H 5.610453 0.567919 2.019086 -3.654 -0.535 0.829 0.22
H 4.311796 0.137115 0.802780 -0.489 1.629 2.381 0.20
H 0.906906 1.789888 3.840295 1.589 -1.788 -2.781 0.22
H 0.227690 1.603797 2.153228 1.877 -0.641 1.233 0.15
C -2.070540 -0.268758 1.443607 -3.389 -3.270 -2.922 -0.13
C -3.034519 -0.299070 0.155624 0.479 1.023 0.618 -0.39
C -3.335952 -1.354474 -0.677262 -2.557 11.390 -0.356 -0.08
C -4.220069 -0.849125 -1.737839 2.195 -16.511 -0.867 -0.25
C -4.395920 0.325555 -1.808398 -2.580 14.021 -0.602 -0.43
S -3.642731 1.321332 -0.508095 0.106 -3.410 0.146 1.01
H -5.015115 0.965236 -2.453522 0.331 -0.771 0.020 0.10
H -4.568166 -1.830543 -2.431069 0.401 3.397 1.413 0.20
H -3.173008 -2.237384 -0.473376 1.780 -8.854 1.777 0.03
H -2.428672 -1.197461 2.197783 1.216 2.935 -1.854 0.21
H -2.069818 0.722218 1.779305 -0.334 1.232 1.416 0.08
C -0.530077 -0.253369 -1.720914 -5.258 7.013 -5.359 -0.36
C -1.283453 0.624959 -2.648395 5.244 5.644 8.730 -0.05
C -1.515070 0.124179 -3.735825 -4.946 9.772 -11.663 -0.21
C -1.611598 -1.041978 -4.124274 -1.716 -10.933 -6.138 -0.05
C -1.238845 -1.905623 -3.167669 1.294 -4.206 -2.361 -0.05
C -0.547747 -1.458045 -2.062349 -1.412 -7.790 -1.119 -0.03
H -0.441331 -2.242343 -1.393624 1.409 -1.259 1.569 0.14
C -1.330130 -3.483568 -3.483342 10.487 8.041 -8.507 -0.57
F -1.783692 -3.819109 -4.727976 1.548 0.929 0.073 0.14
F -1.963745 -4.051668 -2.763769 -9.127 -8.354 11.324 0.39
F 0.140097 -4.039123 -3.212769 -3.049 1.297 -1.312 -0.06
H -1.986664 -1.455657 -5.233011 1.014 1.385 3.302 0.22
H -1.966823 0.974092 -4.757829 1.473 -2.179 3.359 0.24
H -1.203340 1.746579 -2.703155 -0.292 -1.258 1.327 0.16
```
Positions in Å, forces in eV/Å.

## Properties
**Total energy**: -2168.63878 Eh
**HOMO**: -11.9 eV
**LUMO**: -3.279 eV
**Energy relative to the best compared isomer or geometry (same formula, charge and spin)**: 468.76 kcal/mol
**Total charge**: +1

=====

Record 4
The following is a quantum chemistry calculation of a molecular structure, C19H24F6N4O2PPt, from the Open Molecules 2025 dataset.

```
57
Properties=species:S:1:pos:R:3:forces:R:3:mulliken_spin:R:1
Pt 0.375239 -0.571073 0.035454 -0.276 -0.124 0.221 -0.03
C 5.699094 0.040558 -0.577996 0.069 -0.012 -0.013 0.00
C 4.583948 -0.615274 -1.387210 0.016 -0.073 -0.107 0.00
C 3.261235 -0.290531 -0.892330 -0.177 0.062 0.036 0.01
N 2.203224 -0.097544 -0.512435 0.147 -0.003 0.033 -0.01
H 6.659276 -0.258064 -0.991917 0.025 0.006 0.007 0.00
H 5.661516 -0.274255 0.462320 -0.006 -0.011 0.028 0.00
H 5.629674 1.125293 -0.615495 -0.002 0.036 -0.005 0.00
H 4.631403 -1.707535 -1.355734 0.018 0.017 -0.004 0.00
H 4.609192 -0.327315 -2.439902 0.051 0.011 0.019 0.00
F 2.031951 -2.562536 -1.705191 0.072 -0.040 0.024 0.00
P 1.166679 -3.912714 -1.304802 0.081 0.083 -0.189 0.00
F 0.310511 -5.190965 -0.887966 -0.062 0.064 0.007 0.00
F -0.187253 -3.074870 -1.663779 -0.003 -0.071 0.026 0.00
F 1.055868 -3.320981 0.229100 0.024 0.088 0.009 0.00
F 1.279792 -4.407807 -2.825409 -0.009 -0.045 0.112 0.00
F 2.539399 -4.651628 -0.906331 -0.053 0.086 -0.048 0.00
C -0.269765 2.224238 -3.113014 0.145 0.076 -0.017 0.01
C -1.353038 1.168414 -2.905478 -0.216 0.044 -0.121 0.01
C -0.764172 -0.235392 -2.913008 0.098 -0.071 0.175 0.03
C -2.216046 1.449167 -1.700550 -0.218 -0.029 -0.012 0.10
C -3.585657 1.501719 -1.832741 0.237 0.000 -0.070 -0.05
C -4.402504 1.814889 -0.748590 -0.097 -0.020 -0.008 0.21
C -3.857406 2.129596 0.494071 0.157 0.087 0.138 -0.04
C -2.497510 2.097788 0.703320 -0.206 -0.028 0.099 0.10
C -1.919651 2.468708 2.046074 -0.215 0.088 0.033 0.02
C -1.321660 1.279794 2.793345 0.090 -0.090 0.052 0.01
C -0.921923 3.621808 1.946277 0.097 0.063 -0.016 0.01
C -1.649446 1.689723 -0.390472 0.209 -0.128 -0.039 0.23
O -0.400199 1.534776 -0.186962 -0.123 0.058 -0.227 0.26
H 0.192943 2.081086 -4.090129 0.012 -0.001 -0.014 0.00
H 0.505816 2.150096 -2.350524 -0.034 -0.005 -0.027 0.00
H -0.680202 3.233931 -3.081740 -0.029 0.018 0.005 0.00
H -2.042809 1.227685 -3.754986 0.095 -0.007 -0.027 0.00
H -0.073658 -0.364928 -2.062147 0.048 -0.085 -0.087 0.04
H -0.154062 -0.398298 -3.801113 -0.032 -0.022 -0.039 0.00
H -1.509555 -1.023399 -2.843173 -0.032 -0.006 0.025 0.00
H -4.037554 1.307090 -2.796530 0.016 -0.016 -0.041 0.00
H -5.476310 1.833454 -0.880526 -0.013 0.009 0.003 0.00
H -4.515807 2.408499 1.306997 0.009 -0.005 0.030 0.00
H -2.776692 2.822325 2.630778 0.078 0.005 0.015 0.00
H -0.461271 0.864453 2.267019 -0.081 0.099 0.067 0.00
H -2.057758 0.488467 2.937230 -0.006 0.010 -0.015 0.00
H -0.981862 1.602842 3.778387 -0.011 0.024 0.026 0.00
H -0.019057 3.312015 1.422703 0.000 -0.007 -0.001 0.00
H -0.639943 3.949306 2.947103 -0.002 0.009 0.032 0.00
H -1.347877 4.477346 1.421004 -0.028 0.011 -0.016 0.00
N 1.331826 -2.180879 3.909498 -0.065 0.001 -0.056 0.00
C 0.581964 -1.824937 2.853054 0.110 -0.030 0.166 0.01
O 1.099510 -1.025108 2.011537 0.302 -0.109 0.060 0.10
C -0.748929 -2.322086 2.740120 -0.046 0.190 -0.240 0.00
C -1.346779 -1.820619 1.597218 0.220 -0.122 -0.232 0.00
N -1.542512 -1.248432 0.600147 -0.280 0.113 -0.002 0.00
C -1.287822 -3.298086 3.591315 -0.113 -0.125 0.197 0.00
N -1.678326 -4.070453 4.351662 -0.002 -0.059 0.043 0.00
H 1.004976 -2.872742 4.562694 -0.026 -0.006 -0.018 0.00
H 2.309998 -1.956624 3.879737 0.034 -0.009 0.004 0.00
```
Positions in Å, forces in eV/Å.

## Properties
**Total energy**: -2167.89278 Eh
**2S+1**: 2
**HOMO (spin up / spin down)**: -8.8 / -8.8 eV
**Expectation value of S²**: 1.1702
**LUMO (spin up / spin down)**: -1.854 / -2.814 eV
**Energy relative to the best compared isomer or geometry (same formula, charge and spin)**: 27.90 kcal/mol